(1)
31
Properties=species:S:1:pos:R:3 method="wB97M-V/def2-TZVPD" lumo_ev="-2.09 / -2.35" relative_energy_kj_mol=171.9 total_energy_ev=-168109.8680 homo_ev="-8.5 / -8.7" spin_multiplicity=2 orbital_gap_ev="6.4 / 6.4" largest_force_ha_per_bohr=0.02521
Ir 0.34526 0.89732 -0.39517
Cl -1.67713 2.00978 -0.86262
C -2.95361 0.85216 -0.50296
C -4.23420 1.35327 -0.41661
C -5.25912 0.46208 -0.13797
C -4.98362 -0.88360 0.03701
C -3.68353 -1.35564 -0.05910
Cl -3.40259 -3.04724 0.11503
C -2.61459 -0.49176 -0.31907
S -0.95838 -1.06388 -0.48339
H -4.42373 2.40841 -0.55502
H -6.27657 0.81924 -0.06199
H -5.77758 -1.58665 0.24584
Cl 2.97303 2.80742 1.36226
Si 0.98376 2.69786 0.84853
Cl 0.52873 4.47538 -0.09098
Cl -0.11324 2.62735 2.58150
Se -0.28516 -2.26434 2.18362
C 0.90199 -3.20105 1.17685
N 1.68853 -3.77645 0.55478
O 1.89793 1.01286 -1.93714
C 2.62354 0.26236 -1.22073
C 4.03093 -0.20604 -1.39371
C 4.30476 -0.81450 -0.00803
C 3.02425 -0.61610 0.80635
O 2.85401 -0.85985 1.96267
N 2.07239 -0.07920 -0.07571
H 4.66509 0.64990 -1.62345
H 4.10402 -0.90879 -2.22304
H 5.10990 -0.30194 0.51621
H 4.53494 -1.87835 -0.02398



(2)
64
Properties=species:S:1:pos:R:3 method="wB97M-V/def2-TZVPD" lumo_ev="-1.93 / -1.44" total_energy_ev=-204964.5132 homo_ev="-9.2 / -9.2" spin_multiplicity=2 orbital_gap_ev="7.2 / 7.8" largest_force_ha_per_bohr=0.09393
V 1.00181 0.34782 0.09261
S -0.65385 -0.33198 1.37217
C -2.02180 -0.23749 0.29335
C -3.23260 -0.83854 0.62535
C -4.34260 -0.66494 -0.19202
C -5.59496 -1.23050 0.15095
N -6.62195 -1.66355 0.41148
C -4.24573 0.11893 -1.36212
C -3.03474 0.70859 -1.69905
C -1.92615 0.53094 -0.87967
S -0.42900 1.33993 -1.27048
C -5.38044 0.32554 -2.18134
N -6.28562 0.52557 -2.85284
H -3.31059 -1.43565 1.52175
H -2.95201 1.31862 -2.58752
I -1.24200 -0.17181 -7.18845
C -0.63416 -0.74340 -5.25465
C 0.56881 -0.26463 -4.76238
C 0.95766 -0.61190 -3.48563
C 0.15557 -1.43380 -2.69626
C -1.04668 -1.91597 -3.20990
C -1.44164 -1.57043 -4.48912
C 0.53391 -1.75573 -1.29170
O 0.00885 -2.61577 -0.62570
O 1.45592 -0.97325 -0.78508
H 1.19902 0.37439 -5.36129
H 1.88332 -0.22389 -3.10058
H -1.66851 -2.54504 -2.59197
H -2.37810 -1.93520 -4.88185
F 6.29931 0.27895 1.57789
C 5.76525 0.00619 0.38175
C 4.62418 0.69422 0.01331
C 4.10335 0.43926 -1.23975
F 3.01210 1.14844 -1.61436
C 4.66620 -0.49345 -2.10237
F 4.13972 -0.71878 -3.30678
C 5.79803 -1.19759 -1.69430
F 6.34157 -2.10191 -2.50051
C 6.36360 -0.93689 -0.44683
F 7.45917 -1.58659 -0.06563
Ge 3.73982 1.97455 1.28331
S 1.58935 2.22840 1.04215
C 4.03414 1.18586 3.08863
C 4.84900 1.72219 4.06627
F 5.59898 2.78273 3.75849
C 4.90650 1.16488 5.33955
F 5.70767 1.67701 6.26771
C 4.11520 0.05655 5.64141
F 4.14004 -0.46794 6.86108
C 3.30194 -0.51182 4.65975
F 2.56114 -1.58182 4.92627
C 3.28666 0.06625 3.40010
F 2.53062 -0.45956 2.39738
C 4.51512 3.79059 1.12138
C 5.24758 4.20688 0.02923
F 5.58013 3.28133 -0.88458
C 5.61989 5.53657 -0.12988
F 6.31940 5.92051 -1.19490
C 5.23954 6.46945 0.83581
F 5.58717 7.74435 0.69975
C 4.48135 6.07172 1.93815
F 4.09714 6.96871 2.84134
C 4.13042 4.73431 2.05595
F 3.38819 4.29738 3.08085



(3)
21
Properties=species:S:1:pos:R:3 method="wB97M-V/def2-TZVPD" lumo_ev=-0.31 relative_energy_kj_mol=139.1 total_energy_ev=-150589.3218 homo_ev=-9.5 spin_multiplicity=1 orbital_gap_ev=9.2 largest_force_ha_per_bohr=0.07188
C 1.01540 -0.41513 1.16396
C 0.09682 0.05278 0.33002
C 1.47660 -1.08968 -1.17893
C 2.04179 -1.06435 0.33341
C 0.27804 -0.23729 -1.21054
C -0.92413 -0.72090 -1.98924
C -1.54974 1.08177 1.97589
C -1.03019 0.97481 0.54803
O 2.12733 -1.63023 -2.03367
Br 3.43463 0.39391 0.29027
Br 0.87311 1.46450 -2.13295
H 1.04238 -0.37950 2.27480
H 2.47090 -2.02656 0.70029
H -1.16167 -1.75477 -1.76035
H -0.80354 -0.49749 -3.04188
H -1.76706 -0.07433 -1.58914
H -1.78091 0.13252 2.38531
H -2.52706 1.60977 1.97492
H -0.81970 1.50735 2.69445
H -0.62728 1.91158 0.37026
H -1.86572 0.76124 -0.10491